24
Properties=species:S:1:pos:R:3:lowdin_charge:R:1 method="wB97M-V/def2-TZVPD" orbital_gap_ev=6.68 total_charge=+3 lumo_ev=-14.43 relative_energy_kcal_mol=29.9
H -3.2552 -0.7873 -2.6327 0.040
C -3.8783 -1.0356 -1.7643 -0.028
H -3.8518 -2.1152 -1.5850 0.037
H -4.9105 -0.7261 -1.9647 0.031
H -3.2902 -0.4880 -0.8838 0.027
C -6.6219 2.4043 3.4090 0.017
O -5.6591 2.0961 2.3967 -0.502
C -5.8303 2.7975 1.1628 -0.062
C -4.9915 2.1106 0.1065 -0.236
O -4.6803 3.0642 -0.8472 0.010
C -3.5435 2.6495 -1.5785 -0.079
C -2.6477 2.0227 -0.5200 -0.117
O -3.6256 1.2602 0.2566 -0.341
H -6.3340 1.8683 4.3180 0.111
H -6.6203 3.4850 3.6006 0.144
H -7.6046 2.0599 3.0642 0.147
H -5.5792 3.8606 1.2769 0.179
H -6.8904 2.7132 0.8888 0.186
H -5.5990 1.2792 -0.2902 0.180
H -3.0743 3.5237 -2.0399 0.171
H -3.8552 1.9149 -2.3357 0.154
H -2.0216 2.7902 -0.0553 0.142
H -1.9129 1.2776 -0.8376 0.149
La -3.6926 1.0925 2.7806 2.638

***

98
Properties=species:S:1:pos:R:3:lowdin_charge:R:1 method="wB97M-V/def2-TZVPD" orbital_gap_ev=5.42 total_charge=+1 lumo_ev=-5.42
Zr 16.6768 12.8503 14.7080 1.783
C 16.6847 11.6605 9.9462 -0.662
F 15.7116 10.8006 10.2642 0.126
F 17.8651 11.1011 10.2796 0.129
F 16.7971 11.7880 8.6703 0.174
S 16.2379 13.3001 10.8294 0.543
O 14.8373 13.4506 10.6766 -0.293
O 16.6395 12.9967 12.2496 -0.441
O 17.0710 14.2906 10.1827 -0.300
C 14.5687 9.1860 14.6476 -0.620
F 13.8317 10.0396 13.9247 0.117
F 13.8017 8.8555 15.6598 0.181
F 14.8284 8.1034 13.8687 0.134
S 16.2026 10.0262 15.1106 0.590
O 16.0709 11.1142 16.1084 -0.376
O 17.0217 8.8804 15.4297 -0.235
O 16.6559 10.7185 13.8882 -0.397
N 14.0377 17.0300 14.3657 -0.243
S 12.7683 17.0628 13.5500 0.800
O 11.6001 16.5517 14.1549 -0.201
O 12.8106 17.1318 12.0995 -0.248
F 15.0711 13.8013 14.5346 -0.454
S 15.3547 17.5426 13.6754 0.526
O 15.1900 18.7176 12.8079 -0.243
O 16.1443 16.4755 13.2171 -0.229
F 15.9784 17.8642 15.0761 -0.127
C 10.7630 10.6284 8.6508 -0.174
O 11.1650 9.7537 9.6776 -0.122
H 10.3060 11.5366 9.1441 0.046
H 11.5779 10.8992 7.9418 0.085
H 9.8870 10.1318 8.0750 0.104
H 11.9209 9.2350 9.5320 -0.020
C 10.4978 14.5397 7.0804 -0.143
O 11.8152 14.7711 7.5714 -0.131
H 10.6143 14.2258 6.0833 0.063
H 9.9275 13.7586 7.6480 0.083
H 9.7968 15.3929 7.0293 0.086
H 12.4604 14.7775 6.8567 0.090
C 20.3612 13.2230 11.7904 -0.018
C 20.6141 14.6995 12.2318 -0.266
C 21.4424 15.5333 11.2648 -0.264
O 22.7063 15.0276 11.2613 -0.147
C 23.6605 15.8866 10.5232 -0.021
N 19.2512 15.3342 12.3795 0.176
H 19.8037 13.1662 10.8680 0.077
H 19.8929 12.5940 12.5745 0.084
H 21.2594 12.6513 11.7056 0.078
H 20.9877 14.6204 13.2525 0.152
H 21.4176 16.6016 11.5457 0.130
H 20.8962 15.5125 10.3225 0.135
H 24.3907 15.2272 10.0385 0.100
H 24.1261 16.6266 11.1286 0.078
H 23.1248 16.4068 9.7523 0.077
H 18.4681 14.6927 12.4686 0.074
H 18.9138 15.9076 11.5359 0.193
C 15.4287 9.0548 7.4552 -0.065
C 15.2866 7.7209 8.1283 -0.457
C 13.8315 7.4128 8.4167 -0.185
O 13.2619 8.2704 9.4067 -0.255
C 13.5153 7.8101 10.7573 -0.049
N 15.8175 6.6553 7.2681 0.049
H 14.7022 9.6574 8.0387 0.079
H 15.1907 8.9786 6.3605 0.106
H 16.3771 9.5662 7.5148 0.064
H 15.7965 7.7400 9.0693 0.128
H 13.7893 6.3693 8.7618 0.127
H 13.1591 7.5544 7.5357 0.149
H 12.5774 7.3550 11.0511 0.095
H 13.6969 8.6485 11.4308 0.076
H 14.3429 7.0829 10.7720 0.098
H 16.3072 7.2214 6.5990 0.049
H 16.4590 5.9654 7.6734 0.086
C 11.9921 13.2356 13.0225 -0.014
C 11.3571 13.4570 11.6854 -0.302
C 9.9012 13.8820 11.9763 -0.212
O 9.2773 12.7745 12.5298 -0.184
C 8.3475 12.1781 11.6244 -0.065
N 12.1321 14.4559 10.8540 0.220
H 11.4630 12.5448 13.6504 0.097
H 12.0581 14.2512 13.5101 0.082
H 13.0353 12.8328 12.8529 0.098
H 11.2783 12.6086 11.0778 0.123
H 9.3557 14.1582 10.9939 0.145
H 9.8069 14.6677 12.7287 0.130
H 7.8081 13.0014 11.1542 0.083
H 7.6468 11.4818 12.2039 0.124
H 8.8743 11.5414 10.9019 0.075
H 13.1764 14.4400 11.0062 0.122
H 12.0340 14.5109 9.8011 0.158
O 18.4363 13.7328 14.3574 -0.435
H 19.0947 15.8727 13.2299 0.107
H 19.1305 13.8898 15.0678 0.070
O 16.8232 13.4722 16.4429 -0.371
H 16.5020 13.1405 17.2688 0.029
H 11.9741 15.4405 11.2020 0.133
O 19.5129 17.9960 13.8152 -0.040
H 20.0876 18.5044 13.2389 0.048
H 18.6821 18.4781 13.9258 0.045

***

50
Properties=species:S:1:pos:R:3:lowdin_charge:R:1 method="wB97M-V/def2-TZVPD" orbital_gap_ev=5.06 total_charge=0 lumo_ev=-1.62
C -5.0923 -1.1143 0.7299 -0.097
C -4.4002 -2.2380 1.1802 -0.081
C -3.0532 -2.4123 0.8372 -0.088
C -2.3523 -1.4265 0.1242 -0.268
P -0.5673 -1.7215 -0.1454 0.696
C -0.0636 -2.1352 1.5592 -0.273
C 0.1861 -3.4783 1.8790 -0.106
C 0.1548 -3.9192 3.2049 -0.086
C -0.0241 -3.0089 4.2543 -0.086
C -0.2234 -1.6517 3.9484 -0.080
C -0.2611 -1.2188 2.6117 -0.069
C -0.5410 -3.3021 -0.9419 -0.219
C 0.0716 -3.7309 -2.0403 -0.224
N 0.5662 -4.2930 -3.0029 0.143
O 0.1615 -0.5934 -0.7818 -0.336
C -3.0860 -0.3763 -0.4431 -0.064
C -4.4503 -0.2112 -0.1223 -0.085
H -6.1371 -0.9708 1.0265 0.104
H -4.8918 -2.9713 1.8195 0.103
H -2.5380 -3.3177 1.1661 0.100
H 0.3802 -4.2068 1.0840 0.094
H 0.2326 -4.9913 3.4054 0.103
H -0.0884 -3.3794 5.2828 0.103
H -0.3891 -0.9531 4.7736 0.102
H -0.4381 -0.1644 2.3794 0.115
H -1.2310 -4.0189 -0.4617 0.087
H -2.5834 0.3183 -1.1236 0.107
H -5.0227 0.6323 -0.5151 0.101
C 1.0746 -1.0154 -3.9849 -0.129
C 0.6150 -1.8147 -5.2720 -0.184
C 1.1115 -3.1736 -5.0891 -0.007
C 1.7315 -3.3564 -3.7819 -0.219
C 1.7430 -1.9869 -3.1029 -0.114
C 2.6929 -1.6183 -2.1166 -0.185
C 3.3583 -2.6337 -1.3540 -0.005
C 4.6563 -2.4074 -0.9086 -0.083
C 5.2913 -1.1807 -1.1126 -0.077
C 4.5413 -0.1098 -1.6160 -0.081
C 3.2179 -0.2778 -2.0042 -0.003
H 1.7838 -0.2367 -4.2721 0.119
H 0.2176 -0.5202 -3.5068 0.125
H -0.4917 -1.8460 -5.3421 0.122
H 0.9994 -1.3386 -6.1952 0.120
H 0.9382 -4.0388 -5.7429 0.116
H 2.6166 -4.0089 -3.7236 0.126
H 2.8768 -3.6152 -1.2325 0.120
H 5.1987 -3.2131 -0.4135 0.105
H 6.3589 -1.0464 -0.8840 0.110
H 4.9887 0.8800 -1.6903 0.105
H 2.6130 0.5727 -2.3523 0.123

***

131
Properties=species:S:1:pos:R:3:lowdin_charge:R:1 method="wB97M-V/def2-TZVPD" orbital_gap_ev=10.00 smiles="O=S1(=O)CCCC1.O=S1(=O)CCCC1.O=S1(=O)CCCC1.O=S1(=O)CCCC1.O=S1(=O)CCCC1.CCOC(C)=O.CCOC(C)=O.CCOC(C)=O.CCOC(C)=O" total_charge=0 lumo_ev=0.19 relative_energy_kcal_mol=0.0
O -0.1218 5.6531 1.7555 0.097
C -0.4658 4.8232 2.5621 -0.512
O -1.7599 4.4094 2.7210 -0.014
C -2.7384 5.3675 2.3707 -0.269
C -2.6365 6.6548 3.0199 -0.090
C 0.4736 3.9146 3.3477 0.028
H -3.7174 4.9037 2.5406 0.138
H -2.6098 5.6299 1.3518 0.093
H -2.4318 6.5723 4.0738 0.084
H -3.6009 7.1958 2.8876 0.104
H -1.8620 7.2950 2.5772 0.086
H 1.2263 4.5366 3.8604 0.095
H 1.0709 3.2674 2.6582 0.068
H -0.1637 3.3574 4.0483 0.092
O -5.4013 -1.2336 0.8554 0.065
C -5.7023 -2.3900 0.5647 -0.462
O -4.8410 -3.3233 0.0243 -0.006
C -3.5091 -2.8581 -0.2587 -0.226
C -3.3113 -2.1347 -1.5456 -0.062
C -7.0754 -2.9485 0.6288 0.011
H -2.7850 -3.6701 -0.1613 0.121
H -3.1892 -2.1415 0.5128 0.096
H -3.3848 -2.7938 -2.4062 0.078
H -2.2562 -1.8561 -1.4839 0.069
H -3.8684 -1.1646 -1.6729 0.095
H -7.7174 -2.6732 -0.1940 0.087
H -7.7354 -2.7626 1.4884 0.098
H -7.0003 -4.0224 0.4543 0.085
O -3.8922 1.3925 -2.1091 0.072
C -4.0533 2.0685 -1.1027 -0.555
O -3.5066 3.2536 -0.9667 -0.013
C -2.7723 3.8845 -2.0278 -0.220
C -2.2155 5.1975 -1.6111 -0.058
C -4.7925 1.6347 0.1499 0.026
H -3.4281 4.0964 -2.8975 0.139
H -2.0570 3.1716 -2.4021 0.081
H -2.9907 5.8639 -1.2533 0.079
H -1.9161 5.5916 -2.6076 0.104
H -1.3984 5.1809 -0.8822 0.055
H -5.8539 1.9576 0.1598 0.103
H -4.3641 2.0449 1.0948 0.100
H -4.7840 0.5631 0.1412 0.034
O 0.7663 0.5404 1.3189 0.090
C -0.4264 0.6013 1.1446 -0.511
O -1.3026 -0.2882 1.6198 -0.001
C -0.8560 -1.5393 2.1584 -0.186
C -1.9616 -1.9779 3.1218 -0.043
C -1.0642 1.6282 0.2635 0.057
H 0.0954 -1.4105 2.6446 0.094
H -0.7463 -2.1860 1.3518 0.092
H -1.9082 -1.5215 4.1288 0.086
H -1.9686 -3.0436 3.2415 0.060
H -2.9471 -1.6918 2.7360 0.069
H -0.6819 2.5954 0.5566 0.081
H -2.1663 1.6068 0.2890 0.077
H -0.7274 1.4989 -0.7549 0.062
C -1.6607 -0.0975 -5.2199 -0.228
C -1.8662 -1.4482 -4.6747 -0.229
C -0.5817 -1.8612 -3.9845 -0.219
S 0.0932 -0.3552 -3.2876 0.690
O 1.4592 -0.0234 -3.6788 -0.346
O -0.0332 -0.4179 -1.8701 -0.308
C -1.0743 0.7692 -4.1414 -0.187
H -2.5696 0.2911 -5.5988 0.115
H -0.9454 -0.1727 -6.0400 0.128
H -2.1028 -2.0968 -5.5145 0.125
H -2.7106 -1.5005 -4.0139 0.089
H 0.0944 -2.2095 -4.7552 0.109
H -0.6730 -2.4816 -3.0980 0.074
H -0.4348 1.6050 -4.4161 0.090
H -1.7744 1.0135 -3.3515 0.081
C 0.0953 -5.3282 1.4892 -0.181
C 1.4568 -4.6089 1.2898 -0.230
C 2.6488 -5.4989 1.2705 -0.211
S 1.9705 -7.1758 1.4405 0.681
O 1.9266 -7.4192 2.8826 -0.338
O 2.5675 -8.1355 0.5231 -0.325
C 0.3479 -6.7786 1.0109 -0.247
H -0.6370 -4.7404 0.9293 0.092
H -0.1763 -5.1796 2.5352 0.108
H 1.6293 -3.7913 1.9432 0.084
H 1.4515 -4.1330 0.2837 0.098
H 3.2466 -5.3727 2.1455 0.095
H 3.2075 -5.4464 0.3344 0.081
H -0.3141 -7.5541 1.4837 0.128
H 0.2521 -6.7739 -0.0759 0.114
C 4.2807 0.1142 5.4038 -0.189
C 4.0459 1.4158 4.5800 -0.222
C 3.1056 1.0648 3.4544 -0.264
S 3.6117 -0.5284 2.9353 0.646
O 4.3612 -0.4342 1.6782 -0.334
O 2.5313 -1.4433 2.8081 -0.309
C 4.7046 -0.8641 4.2894 -0.233
H 3.3398 -0.2020 5.9229 0.135
H 5.1454 0.2182 6.0513 0.110
H 5.0321 1.7546 4.2246 0.127
H 3.5558 2.1500 5.2530 0.122
H 3.1590 1.7515 2.6456 0.084
H 2.0165 1.0106 3.7668 0.131
H 5.7161 -0.7510 3.9505 0.104
H 4.5796 -1.8715 4.6297 0.100
C 4.4407 -1.5962 -3.2578 -0.206
C 4.6009 -1.6200 -1.7034 -0.181
C 3.1973 -2.0008 -1.2361 -0.206
S 2.7053 -3.3855 -2.3174 0.680
O 1.3163 -3.3912 -2.5690 -0.322
O 3.2277 -4.6885 -1.8654 -0.328
C 3.6619 -2.8079 -3.7485 -0.208
H 5.3461 -1.5557 -3.8391 0.110
H 3.8471 -0.7261 -3.4513 0.079
H 4.8562 -0.6000 -1.4049 0.109
H 5.3064 -2.3419 -1.3344 0.110
H 2.4485 -1.1443 -1.3567 0.119
H 3.0982 -2.4745 -0.2592 0.086
H 3.0757 -2.6275 -4.6223 0.094
H 4.3556 -3.6189 -3.9440 0.098
C 2.5889 2.2571 -1.1841 -0.212
C 2.2985 3.5275 -0.3331 -0.192
C 1.5497 4.5281 -1.1527 -0.205
S 1.4163 3.7734 -2.7867 0.683
O 1.5023 4.7211 -3.8495 -0.306
O 0.2141 2.9516 -2.6452 -0.349
C 2.7334 2.5720 -2.6815 -0.209
H 1.8115 1.5090 -1.1482 0.080
H 3.4322 1.7059 -0.8161 0.103
H 3.2817 3.9472 -0.0331 0.126
H 1.8174 3.2005 0.5705 0.076
H 2.1361 5.4413 -1.1972 0.112
H 0.5176 4.6976 -0.8925 0.063
H 3.6313 3.1754 -2.9619 0.114
H 2.5405 1.7864 -3.5005 0.111